(1)
A molecular structure, C17H10CuN2O6 at a distorted geometry, computed with ωB97M-V/def2-TZVPD.

## Properties
HOMO energy (spin up / spin down)	-9.45 / -9.44	eV
⟨S²⟩	0.7528
2S+1	2
total charge	0
DFT total energy	-77698.0065	eV

The geometry in XYZ format:
```
36
Properties=species:S:1:pos:R:3:forces:R:3:lowdin_charge:R:1
Cu 9.530 8.010 7.094 0.1610 -0.4819 0.1467 0.74
C 11.746 6.172 8.164 0.8478 0.0736 -0.5910 -0.15
H 4.196 9.318 8.986 0.9847 -0.1176 -0.6027 0.14
C 13.666 7.441 6.617 -0.9181 1.0393 0.1278 0.05
C 5.668 11.576 8.660 -0.8427 0.1590 0.0980 -0.04
C 12.299 7.848 6.718 0.7709 -0.9308 0.0978 -0.14
C 14.034 6.344 7.342 0.0466 -0.6986 0.7539 -0.02
H 4.969 7.036 8.246 -0.8338 -1.0684 0.2846 0.10
H 6.138 13.599 8.517 0.3984 -0.0750 0.0931 0.11
O 6.796 5.362 7.923 -0.5464 -0.0631 0.1825 0.10
H 9.167 10.926 6.988 -0.0488 0.0105 0.1287 0.10
C 7.307 10.053 7.715 -0.3285 -0.0348 0.4726 -0.16
C 6.509 12.591 8.339 -0.7467 1.2028 0.4547 -0.08
H 4.691 11.785 9.118 0.4805 -0.1510 -0.2731 0.13
C 6.918 7.722 7.756 -0.9488 1.4223 0.0909 -0.12
C 5.568 7.888 8.167 2.0107 1.2293 -0.2468 0.03
C 7.771 12.383 7.790 1.2961 -0.7461 -0.1791 -0.06
C 13.042 5.699 8.078 -0.7828 0.5222 0.4660 0.02
H 10.198 4.464 10.322 0.2539 -0.5532 -0.4827 0.16
C 5.202 9.151 8.515 -1.9169 0.0181 0.8634 0.01
H 13.293 4.971 8.794 0.4338 -1.1731 0.4134 0.11
O 10.314 6.573 9.939 -0.4647 0.3204 0.1798 0.13
O 12.623 9.622 5.355 0.1474 1.1765 -0.8713 0.10
H 8.521 13.154 7.736 -0.2946 0.5583 -0.3031 0.11
C 7.483 6.326 7.685 1.0843 -0.2280 -0.5439 -0.58
H 15.045 5.951 7.525 -0.3221 0.5366 -0.6903 0.13
C 8.204 11.127 7.445 -1.0613 -0.2497 0.3220 0.02
N 7.710 8.776 7.503 0.0367 -1.8020 0.0239 0.10
C 11.790 9.024 5.978 -1.3391 0.5896 -0.0616 -0.56
N 11.389 7.256 7.465 0.0670 -0.4554 -0.0725 0.12
O 8.738 6.288 7.361 -0.0534 0.3864 0.0928 -0.08
C 10.829 5.739 9.244 0.1137 0.6085 0.1661 -0.51
H 14.347 8.109 6.089 -0.2647 -0.3986 -0.0214 0.13
O 10.491 9.290 6.087 1.6445 -0.0232 -0.1336 -0.12
C 6.032 10.266 8.346 1.2543 -0.4342 -0.8964 -0.15
O 10.752 4.446 9.507 -0.3187 -0.1690 0.5106 0.15
```
Positions in Å, forces in eV/Å.

(2)
8 unconnected molecules or ions with the total composition C24H44N4O12 at a distorted geometry, computed with ωB97M-V/def2-TZVPD.

## Properties
SMILES	CCOC(=O)OC.CCOC(=O)OC.CCOC(=O)OC.CCOC(=O)OC.CC#N.CC#N.CC#N.CC#N
HOMO energy	-10.59	eV
total charge	0
DFT total energy	-56129.9344	eV
energy relative to the best compared isomer or geometry (same formula, charge and spin)	5.249	eV

The geometry in XYZ format:
```
84
Properties=species:S:1:pos:R:3:forces:R:3:lowdin_charge:R:1
C 2.811 0.166 5.497 0.6097 -0.7695 -1.5354 -0.04
C -2.690 1.388 -5.458 1.4157 0.0762 -1.6871 -0.27
C 1.005 1.899 -4.593 1.3954 -2.1070 1.7291 -0.21
C 2.928 -0.105 3.979 -1.0584 -0.8691 1.3853 -0.18
O 0.986 4.035 -1.818 -0.3378 -0.1151 -0.6455 -0.01
H 4.899 -3.153 2.885 -0.1357 -0.4446 -0.3676 0.08
H -1.358 -2.669 -1.968 -0.0883 0.9574 0.7030 0.09
H -2.173 -1.891 3.080 -0.5987 -0.3326 0.4763 0.07
H -6.615 -0.568 1.660 -0.7775 -0.5467 -0.7466 0.08
C -5.127 -1.057 2.985 0.6597 -1.5036 1.7947 -0.26
H 1.866 0.616 5.664 -0.9078 0.5098 0.3780 0.06
H 5.583 1.485 -1.557 -0.2126 -0.2073 -0.3357 0.10
H 2.358 2.330 0.031 -0.6492 -0.5787 0.2489 0.11
N -3.272 -4.733 0.566 -0.4544 -0.0196 0.9193 0.11
O 4.975 -0.160 -0.541 -0.2222 -0.2976 -1.0116 -0.05
C -0.713 -1.637 -0.089 -0.0440 -0.7298 -0.4329 -0.21
O -0.312 -1.342 3.362 1.0416 -0.1803 -0.5268 0.01
N -5.252 1.462 -0.767 0.9558 0.5989 0.1855 0.13
C -5.656 -0.227 1.952 0.3649 2.1175 0.4435 -0.07
C -1.670 -0.947 3.131 0.5226 0.1846 1.8191 -0.03
H -3.942 4.278 -0.729 0.6896 -0.9077 1.0949 0.11
O 1.794 -0.911 3.614 1.0255 -2.5657 -0.0374 0.02
C -3.873 1.448 -4.653 -0.7740 2.4545 0.2891 -0.07
C 5.196 0.501 -1.834 -1.3563 -0.3684 0.7761 -0.01
N -1.814 1.358 -6.217 -0.8977 -0.0139 1.0813 0.14
H 6.220 -3.625 1.905 0.6059 0.2724 -0.6538 0.07
H -4.976 0.011 1.145 0.0329 -0.6242 -0.3440 0.04
H -4.257 -4.308 3.650 -0.2834 0.1413 -0.5863 0.06
N -4.789 -1.735 3.865 -0.3132 0.9145 -1.2001 0.15
H 0.177 -2.022 -2.061 1.0053 0.2316 0.0810 0.06
H -3.667 1.797 -3.641 0.1603 -0.4397 0.0762 0.07
C 5.164 -3.769 2.004 -0.8652 0.1605 1.1383 -0.07
C 4.382 -3.336 0.782 3.0622 -0.3601 -1.1799 -0.16
H 0.661 0.894 -4.326 -0.6487 0.5763 0.2774 0.13
C 2.260 1.746 -5.312 0.2432 -1.9297 -3.4598 -0.08
H 2.859 -0.812 6.045 0.3951 1.1827 -0.2799 0.10
O -0.658 2.644 -2.642 1.6204 1.1329 0.1927 0.08
C -3.444 3.324 -0.377 -0.4627 -0.4864 -2.3089 -0.06
O 0.151 -0.550 0.263 -0.7029 1.0600 -0.1873 -0.02
H -4.400 0.546 -4.680 -0.6080 -1.5139 0.2662 0.06
H -3.034 3.195 0.598 0.1950 0.7025 0.8077 0.07
H 4.593 -4.023 -0.087 -0.3114 0.7232 0.8168 0.14
H 4.255 0.521 -2.444 0.7781 0.2474 0.6859 0.09
O 0.353 1.654 0.291 2.0988 0.6880 -0.5797 0.00
H -1.816 -0.487 2.193 0.0601 0.9746 -0.8195 0.04
H -1.945 -0.302 4.008 -0.3030 -0.6374 -1.0513 0.12
C 0.502 3.073 -2.634 -2.5544 -0.1793 1.0061 -0.59
H 2.164 1.138 -6.289 -0.3404 0.8818 1.4201 0.13
H 2.526 2.706 -5.626 1.1776 1.4913 -0.4349 0.06
O -1.689 0.779 0.276 -0.3492 0.5658 -0.1104 0.11
H 5.073 -4.820 2.250 -0.5074 -0.2152 0.0551 0.07
H -0.401 4.002 -0.300 0.1058 0.2652 0.1270 0.08
H 3.834 -0.710 3.833 -0.4257 0.2551 -0.5947 0.12
C -0.767 -1.781 -1.615 -0.9422 -0.1712 -0.6750 -0.05
C -4.405 2.228 -0.575 -1.1364 -0.1816 -0.2530 -0.28
O 0.476 0.765 3.063 -0.5887 0.3930 -0.3567 0.12
C 0.049 4.738 -0.972 -0.8662 -0.9699 -0.5101 -0.03
H -5.838 0.775 2.383 0.0057 -0.3464 0.0719 0.10
H -5.683 -4.198 2.450 0.8355 -0.1202 0.6637 0.08
H 0.634 5.469 -0.457 0.2970 0.3058 0.3558 0.08
O 1.450 2.636 -3.413 0.0503 0.1594 -0.3861 0.05
H 0.364 2.443 -5.197 -1.8129 1.0272 -0.5037 0.09
C -3.883 -4.750 1.548 0.0680 0.1675 0.0575 -0.27
H 5.913 -0.096 -2.355 0.6111 -0.1112 -0.5002 0.08
C 1.835 1.367 0.182 -0.4864 -1.0662 1.0269 0.04
H -1.142 -0.840 -2.121 0.2118 -1.0463 0.7011 0.10
H -5.051 -5.743 2.983 0.0025 -0.4695 0.0892 0.06
H 2.087 0.640 -0.614 -0.5893 0.6886 0.0440 0.09
H -4.586 2.218 -5.050 0.7541 -0.5759 0.0221 0.11
C 4.575 -1.464 -0.635 0.8876 1.2389 0.0994 -0.60
H -0.776 5.238 -1.525 0.7009 -0.3850 -0.0292 0.11
O 4.002 -1.956 -1.576 0.2106 0.0523 0.7413 0.13
O 5.016 -2.033 0.494 -1.4459 -0.6095 -0.7352 0.01
C -4.752 -4.731 2.764 -0.1419 0.2783 -1.1512 -0.09
H 3.025 1.229 -4.801 0.8615 -0.2225 0.9516 0.06
H 3.343 -3.175 0.848 -1.2259 -0.0017 0.5112 0.11
H -2.632 3.098 -1.096 -0.1031 0.2602 0.3533 0.06
H -0.264 -2.501 0.435 -0.4321 0.2632 -0.4585 0.14
C 0.638 -0.409 3.284 -0.5698 1.0528 0.7362 -0.63
H 3.586 0.914 5.642 0.2378 -0.2624 0.9758 0.08
H 2.836 0.766 3.378 0.5824 0.9564 -0.3295 0.10
H 2.135 0.813 1.124 -0.2985 1.1315 -0.9177 0.09
C -0.496 0.664 0.263 1.0129 -1.5815 0.2118 -0.62
H -1.719 -1.426 0.286 0.2783 -0.2775 0.0362 0.10
```
Positions in Å, forces in eV/Å.

(3)
A molecular structure, C3H5NO2, computed with ωB97M-V/def2-TZVPD.

## Properties
HOMO energy	-10.03	eV
total charge	0
DFT total energy	-8774.4546	eV
energy relative to the best compared isomer or geometry (same formula, charge and spin)	3.240	eV

The geometry in XYZ format:
```
11
Properties=species:S:1:pos:R:3:forces:R:3:lowdin_charge:R:1
N 0.769 -1.100 0.129 0.2401 0.1174 -0.0649 0.12
O 2.692 -0.008 -0.788 -0.6912 -0.0734 0.2925 0.13
H -1.900 1.344 -0.243 0.0894 -0.1300 0.0210 0.09
H 1.040 -2.070 0.272 0.0193 0.1135 -0.0463 0.12
C -0.222 0.426 0.665 -0.1350 0.1923 0.4874 -0.44
H -1.126 0.097 -1.273 -0.0044 0.0457 0.1678 0.08
C 1.625 -0.257 -0.334 0.3775 -0.2599 -0.1058 -0.44
H 0.807 0.865 -0.125 0.0142 0.0918 -0.0100 0.16
H -2.102 -0.384 0.141 0.0987 0.1000 -0.0299 0.10
O -0.170 0.721 1.813 0.0290 -0.1890 -0.6568 0.10
C -1.412 0.365 -0.257 -0.0377 -0.0083 -0.0548 -0.02
```
Positions in Å, forces in eV/Å.

(4)
2 unconnected molecules or ions with the total composition C3H12NO at a distorted geometry, computed with ωB97M-V/def2-TZVPD.

## Properties
HOMO energy	-16.55	eV
total charge	+1
DFT total energy	-6837.1195	eV
energy relative to the best compared isomer or geometry (same formula, charge and spin)	0.295	eV

The geometry in XYZ format:
```
17
Properties=species:S:1:pos:R:3:forces:R:3:lowdin_charge:R:1
O 2.390 -1.344 -1.158 0.7102 -0.5238 -0.4508 -0.04
H 0.900 0.985 0.015 0.0433 -0.3174 0.0086 0.17
H 0.117 0.876 -1.398 0.1098 -0.2142 0.1859 0.17
H -1.600 -0.621 -0.344 0.4567 -0.2947 -0.2907 0.15
H -2.711 1.226 0.511 -0.0305 0.3297 0.4808 0.10
H -1.884 1.749 -0.874 0.1866 0.0679 0.1074 0.09
H -0.339 0.531 2.206 0.7446 -0.1226 -0.0856 0.09
H -1.646 -0.524 2.065 0.1667 -0.3604 -0.0374 0.10
N 0.343 0.335 -0.550 -0.5983 1.1205 -0.8498 0.20
C -0.968 0.089 0.177 0.3016 1.5939 1.1261 -0.37
H 3.018 -1.689 -1.827 -0.6238 0.4562 0.2634 0.10
H -1.262 2.288 0.682 0.2871 -0.1161 0.4469 0.09
H 2.600 -1.876 -0.385 0.0063 -0.0846 0.2449 0.07
H -0.070 -1.225 1.649 0.2564 0.0929 0.3932 0.09
H 0.954 -0.427 -0.878 0.0948 -0.5189 0.3270 0.09
C -1.703 1.446 0.168 -0.8085 -0.9774 -1.4172 -0.05
C -0.668 -0.321 1.616 -1.3029 -0.1309 -0.4527 -0.04
```
Positions in Å, forces in eV/Å.